Density functional theory data (wB97M-V/def2-TZVPD) for a cluster of 2 separate species, C3H8S3 in total.

Geometry as ORCA input:
```
! RIJCOSX wB97M-V def2-TZVPD def2/J DEFGRID3
* xyz 0 1
C -1.012 -0.779 -0.148
C 0.003 0.025 0.573
C 1.326 -0.809 0.886
H -3.518 -1.770 0.887
H -0.759 -1.165 -1.247
H -1.227 -1.690 0.241
H -0.615 -0.087 1.486
H 0.720 1.645 -1.248
H 1.062 -1.994 1.023
H 1.863 -0.164 1.758
H 2.980 0.638 -0.114
S -2.714 -0.273 -0.245
S 0.204 1.835 0.073
S 2.359 -0.689 -0.493
*
```

Values from the calculation:
HOMO energy	-8.985	eV
HOMO-LUMO gap	7.9	eV

***

Density functional theory data (wB97M-V/def2-TZVPD) for an isolated molecule of CH2INO3.

Geometry as ORCA input:
```
! RIJCOSX wB97M-V def2-TZVPD def2/J DEFGRID3
* xyz 0 1
C 0.237 -0.964 0.161
N -0.556 1.339 -0.101
O -0.368 1.174 -1.251
O -0.922 2.287 0.500
O -0.368 0.196 0.732
I 2.424 -0.918 -0.050
H -0.141 -1.856 0.704
H -0.307 -1.259 -0.695
*
```

Values from the calculation:
HOMO energy	-10.073	eV
HOMO-LUMO gap	9.8	eV

***

Density functional theory data (wB97M-V/def2-TZVPD) for a structure of composition C27H33F6GeMoNO11PS4.

Geometry as ORCA input:
```
! RIJCOSX wB97M-V def2-TZVPD def2/J DEFGRID3
* xyz 0 4
Mo -2.349 0.513 -0.159
F -1.681 5.634 1.492
C -0.832 4.678 1.165
F -0.142 5.068 0.124
F -0.068 4.416 2.199
S -1.880 3.130 0.697
O -1.721 1.875 1.489
O -1.937 2.803 -0.725
N -3.258 3.743 1.156
S -4.539 2.916 0.786
O -5.584 3.670 0.201
O -4.213 1.642 0.131
C -5.181 2.368 2.435
F -4.255 1.653 3.072
F -5.497 3.426 3.173
F -6.261 1.622 2.254
O -3.248 -0.182 -1.888
S -4.540 -0.915 -1.515
O -4.597 -2.187 -2.165
O -5.681 -0.070 -1.525
S -3.860 -1.237 0.537
C -2.627 -3.997 -0.504
Ge -1.612 -2.345 -0.231
C -0.872 -2.461 1.576
C -1.283 -1.695 2.658
C -0.815 -1.963 3.938
C 0.078 -3.003 4.149
C 0.507 -3.769 3.075
C 0.036 -3.499 1.800
C -0.494 -2.234 -1.836
C -1.214 -2.416 -2.994
C -0.579 -2.562 -4.244
C 0.783 -2.577 -4.310
C 1.565 -2.418 -3.141
C 2.979 -2.487 -3.205
C 3.738 -2.324 -2.082
C 3.110 -2.067 -0.849
C 1.748 -2.005 -0.755
C 0.931 -2.194 -1.893
H -1.896 -4.754 -0.801
H -3.388 -3.919 -1.273
H -3.090 -4.288 0.438
H -1.980 -0.872 2.534
H -1.153 -1.355 4.768
H 0.442 -3.215 5.146
H 1.206 -4.580 3.230
H 0.384 -4.114 0.976
H -2.297 -2.455 -2.970
H -1.181 -2.686 -5.134
H 1.291 -2.722 -5.256
H 3.442 -2.673 -4.166
H 4.818 -2.379 -2.137
H 3.713 -1.911 0.037
H 1.294 -1.794 0.201
C 3.220 1.772 1.907
C 2.140 0.805 2.365
C 2.744 -0.491 2.877
C 1.211 1.431 3.391
O 1.316 0.374 1.226
P 0.830 1.258 0.019
O 0.495 2.666 0.359
O -0.356 0.464 -0.573
O 2.028 1.174 -1.002
C 2.095 1.877 -2.297
C 3.008 1.009 -3.141
C 0.720 2.003 -2.933
C 2.711 3.239 -2.018
H 3.812 2.084 2.769
H 2.784 2.662 1.455
H 3.884 1.293 1.186
H 3.284 -0.314 3.808
H 3.441 -0.899 2.145
H 1.958 -1.221 3.064
H 1.743 1.584 4.332
H 0.365 0.769 3.574
H 0.840 2.389 3.039
H 2.543 0.046 -3.344
H 3.953 0.839 -2.623
H 3.215 1.507 -4.090
H 0.282 1.020 -3.110
H 0.829 2.508 -3.895
H 0.043 2.592 -2.318
H 3.701 3.118 -1.576
H 2.083 3.804 -1.330
H 2.812 3.804 -2.946
*
```

Values from the calculation:
HOMO energy (alpha / beta)	-8.598 / -8.609	eV
HOMO-LUMO gap (alpha / beta)	7.7 / 6.8	eV

***

Density functional theory data (wB97M-V/def2-TZVPD) for a structure of composition C20H27N2O6P2Pd.

Geometry as ORCA input:
```
! RIJCOSX wB97M-V def2-TZVPD def2/J DEFGRID3
* xyz 3 1
Pd -1.606 -0.298 1.811
C -1.391 -3.239 3.923
C -1.633 -1.767 3.798
C -2.948 -1.278 3.551
C -3.245 0.088 3.593
C -2.193 1.001 3.738
C -0.876 0.531 3.970
C -0.607 -0.837 4.043
H -1.582 -3.531 4.960
H -0.359 -3.505 3.699
H -2.070 -3.823 3.304
H -3.746 -1.996 3.404
H -4.264 0.430 3.476
H -2.393 2.064 3.747
H -0.082 1.246 4.141
H 0.390 -1.184 4.280
C -2.202 2.205 -0.478
P -0.921 1.220 0.306
C 0.233 2.403 1.009
C -0.537 -0.300 -1.917
C -1.801 -1.054 -1.533
P -1.842 -1.793 0.126
C -3.446 -2.611 0.199
C -0.567 -3.066 0.179
H -2.964 1.599 -0.962
H -1.748 2.882 -1.205
H -2.694 2.804 0.292
H 0.661 3.018 0.214
H 1.017 1.912 1.584
H -0.320 3.065 1.679
H 0.273 -0.999 -2.127
H -0.723 0.293 -2.812
H -1.938 -1.860 -2.261
H -2.688 -0.424 -1.623
H -3.547 -3.289 -0.651
H -4.251 -1.876 0.170
H -3.526 -3.192 1.118
H -0.710 -3.768 -0.645
H -0.636 -3.611 1.121
H 0.427 -2.625 0.114
O -0.008 0.596 -0.894
C 2.489 0.204 -0.598
O 2.335 -0.331 0.378
C 2.987 0.806 -1.753
C 4.338 0.481 -2.031
C 4.906 1.075 -3.130
C 4.219 1.961 -3.947
C 2.897 2.249 -3.629
C 2.256 1.698 -2.554
N 2.120 3.194 -4.481
O 0.969 3.379 -4.143
O 2.700 3.674 -5.413
N 6.329 0.745 -3.447
O 6.792 1.290 -4.412
O 6.861 -0.038 -2.698
H 4.929 -0.200 -1.428
H 4.703 2.413 -4.806
H 1.233 1.968 -2.348
*
```

Values from the calculation:
HOMO energy	-18.623	eV
HOMO-LUMO gap	8.0	eV

***

Density functional theory data (wB97M-V/def2-TZVPD) for a structure of composition C47H52AsF5FeN3OSiTe.

Geometry as ORCA input:
```
! RIJCOSX wB97M-V def2-TZVPD def2/J DEFGRID3
* xyz -1 5
Fe 1.693 0.501 0.635
C -2.975 0.824 -4.662
C -2.980 2.202 -4.048
C -3.867 3.180 -4.487
C -3.901 4.442 -3.917
C -3.016 4.739 -2.892
C -2.115 3.782 -2.443
C -2.101 2.508 -3.003
N -1.212 1.503 -2.585
C -0.506 1.426 -1.370
N -1.248 1.847 -0.311
C -0.968 2.090 1.082
C 0.309 1.935 1.649
C 0.386 2.351 2.991
C -0.684 2.842 3.719
C -1.937 2.915 3.123
C -2.100 2.529 1.799
C -3.473 2.599 1.166
N 0.672 0.913 -1.316
C 1.223 0.481 -2.568
C 1.230 -0.874 -2.877
C 1.743 -1.329 -4.086
C 2.246 -0.422 -5.005
C 2.250 0.932 -4.691
C 1.756 1.403 -3.478
C 1.812 2.866 -3.132
H -3.665 0.780 -5.504
H -3.282 0.075 -3.925
H -1.984 0.537 -5.030
H -4.554 2.936 -5.292
H -4.607 5.184 -4.271
H -3.011 5.723 -2.438
H -1.415 4.034 -1.655
H -0.840 0.908 -3.306
H -2.202 2.024 -0.568
H 1.347 2.282 3.495
H -0.547 3.159 4.748
H -2.795 3.286 3.677
H -4.214 2.892 1.911
H -3.787 1.627 0.762
H -3.526 3.333 0.352
H 0.852 -1.568 -2.143
H 1.758 -2.392 -4.298
H 2.645 -0.763 -5.953
H 2.661 1.646 -5.400
H 2.432 3.405 -3.850
H 2.232 2.997 -2.133
H 0.817 3.323 -3.134
F 2.648 -1.453 -0.331
C 3.676 -0.500 0.029
F 3.556 0.512 -0.985
C 4.976 -1.206 -0.346
F 4.944 -2.512 -0.037
F 6.010 -0.658 0.320
F 5.309 -1.137 -1.663
O -0.045 -0.977 0.784
As -0.806 -2.403 1.056
C 0.299 -3.944 1.346
C 0.771 -4.239 2.618
C 1.671 -5.280 2.794
C 2.103 -6.017 1.702
C 1.634 -5.722 0.429
C 0.737 -4.679 0.248
C -1.952 -2.235 2.579
C -2.154 -0.951 3.057
C -3.060 -0.743 4.092
C -3.766 -1.810 4.622
C -3.570 -3.094 4.131
C -2.659 -3.309 3.103
C -1.894 -2.899 -0.456
C -2.057 -1.978 -1.474
C -2.785 -2.321 -2.610
C -3.376 -3.568 -2.702
C -3.262 -4.471 -1.653
C -2.516 -4.136 -0.530
H 0.447 -3.654 3.466
H 2.050 -5.501 3.784
H 2.826 -6.814 1.839
H 1.974 -6.297 -0.423
H 0.388 -4.432 -0.746
H -1.580 -0.131 2.636
H -3.201 0.258 4.482
H -4.470 -1.645 5.430
H -4.124 -3.927 4.548
H -2.483 -4.312 2.727
H -1.593 -1.005 -1.373
H -2.880 -1.617 -3.428
H -3.927 -3.840 -3.595
H -3.746 -5.438 -1.714
H -2.402 -4.850 0.278
C 4.237 4.321 -0.076
Te 2.669 3.104 0.835
C 1.205 4.498 0.121
H 4.071 5.364 0.196
H 4.264 4.216 -1.163
H 5.189 3.986 0.341
H 1.716 5.368 -0.291
H 0.558 4.788 0.949
H 0.605 4.019 -0.657
C 3.392 -1.984 2.773
Si 2.501 -0.269 2.742
C 1.244 -0.626 4.192
C 3.874 0.779 3.587
H 3.238 -2.480 3.746
H 4.474 -1.866 2.632
H 3.033 -2.667 1.992
H 1.768 -0.965 5.103
H 0.573 -1.433 3.877
H 0.610 0.228 4.462
H 4.252 0.264 4.489
H 3.550 1.785 3.889
H 4.713 0.894 2.887
*
```

Values from the calculation:
HOMO energy (alpha / beta)	-1.908 / -3.337	eV
HOMO-LUMO gap (alpha / beta)	4.1 / 5.5	eV

***

Which formula does entry 4 have? C20H27N2O6P2Pd